ORCA calculation (ωB97M-V/def2-TZVPD) on a structure of composition C2H4O3 in a non-equilibrium geometry.

```
9
C2H4O3 (ωB97M-V/def2-TZVPD)
C 1.66276 0.18012 -0.34023
C -1.47207 -1.36970 0.60123
O 1.12959 -0.78889 0.09081
O -1.08513 1.03564 -0.10073
O -1.92573 -0.39194 0.10670
H 1.14325 0.97489 -1.00639
H 2.71770 0.47499 0.05847
H -0.57854 -1.79294 1.08268
H -1.59184 1.67784 -0.49255
```

Results
HOMO level (spin up / spin down)   -8.320 / -8.928 eV
HOMO-LUMO gap (spin up / spin down)   8.7315 / 9.2921 eV
LUMO (spin up / spin down)   0.41 / 0.36 eV
ΔE to the lowest compared entry with this formula, charge and spin   676.72 kJ/mol

Here are the Löwdin charges for atoms 1 to 5, given in e: number 1, C, carries -0.15; number 2, C, carries 0.09; number 3, O, carries -0.04; number 4, O, carries -0.14; number 5, O, carries -0.02


ORCA calculation (ωB97M-V/def2-TZVPD) on the molecule C2H4O3 in a non-equilibrium geometry.

```
9
C2H4O3 (ωB97M-V/def2-TZVPD)
C -0.01511 -0.42589 -0.02928
C -1.37662 0.05507 -0.10751
O 0.52241 -1.43120 0.23662
O 2.36191 0.33182 -0.14419
O 1.09380 0.89379 -0.30013
H -1.54313 0.72462 -0.99767
H -1.87885 -0.94731 -0.27711
H -1.56191 0.63359 0.84238
H 2.39749 0.16553 0.77689
```

Results
HOMO level   -9.738 eV
HOMO-LUMO gap   10.3940 eV
LUMO   0.66 eV
Structure (SMILES)   CC(=O)OO
ΔE to the lowest compared entry with this formula, charge and spin   386.27 kJ/mol

Here are the Löwdin charges for atoms 1 to 5, given in e: number 1, C, carries -0.35; number 2, C, carries 0.00; number 3, O, carries 0.16; number 4, O, carries -0.07; number 5, O, carries -0.16


ORCA calculation (ωB97M-V/def2-TZVPD) on a cluster of 2 separate species, C2H4O3 in total in a non-equilibrium geometry.

```
9
C2H4O3 (ωB97M-V/def2-TZVPD)
O 1.36579 -1.31448 3.12685
C 1.12087 -1.57618 1.97773
H 0.56348 -2.40838 1.52897
H 1.43095 -0.85394 1.20269
O -0.32437 -0.00156 -0.84793
C -0.73275 0.84512 -1.58253
O -0.93936 2.10638 -1.11397
H -0.86012 0.69001 -2.66319
H -1.62449 2.51303 -1.62862
```

Results
HOMO level   -9.754 eV
HOMO-LUMO gap   10.2145 eV
LUMO   0.46 eV
Structure (SMILES)   O=CO.C=O
ΔE to the lowest compared entry with this formula, charge and spin   142.77 kJ/mol

Here are the Löwdin charges for atoms 1 to 5, given in e: number 1, O, carries -0.01; number 2, C, carries -0.15; number 3, H, carries 0.08; number 4, H, carries 0.07; number 5, O, carries 0.08


ORCA calculation (ωB97M-V/def2-TZVPD) on a cluster of 2 separate species, C2H4O3P in total in a non-equilibrium geometry.

```
10
C2H4O3P (ωB97M-V/def2-TZVPD)
C -1.39349 -1.27802 -1.39134
C 0.07466 0.46989 1.04459
O 1.51177 2.06537 -0.69742
O -1.83312 -1.78808 -2.40808
O 2.50628 -0.21469 -0.01531
P 1.36047 0.64041 -0.33561
H -1.83038 -1.42947 -0.33407
H -0.07068 -0.61081 1.23198
H 0.48934 0.93133 2.03093
H -0.81486 1.21408 0.87433
```

Results
Net charge   -1
HOMO level (spin up / spin down)   -2.081 / -4.258 eV
HOMO-LUMO gap (spin up / spin down)   5.4333 / 8.0707 eV
LUMO (spin up / spin down)   3.35 / 3.81 eV
ΔE to the lowest compared entry with this formula, charge and spin   347.49 kJ/mol

Here are the Löwdin charges for atoms 1 to 5, given in e: number 1, C, carries -0.15; number 2, C, carries -0.30; number 3, O, carries -0.45; number 4, O, carries -0.12; number 5, O, carries -0.44


ORCA calculation (ωB97M-V/def2-TZVPD) on a structure of composition C2H4O3S in a non-equilibrium geometry.

```
10
C2H4O3S (ωB97M-V/def2-TZVPD)
C 0.44698 0.80680 0.04654
C 0.76511 -0.74307 0.07424
H 1.36409 1.52421 -0.18258
H -0.03472 1.11377 1.00684
H 1.63546 -1.19802 -0.51783
H 0.94580 -1.08715 1.09510
O -2.38164 -0.07056 0.66213
O -0.59093 1.02759 -0.85321
O -0.46849 -1.22244 -0.68421
S -1.68165 -0.15111 -0.64702
```

Results
HOMO level   -10.495 eV
HOMO-LUMO gap   11.3224 eV
LUMO   0.83 eV
ΔE to the lowest compared entry with this formula, charge and spin   105.61 kJ/mol

Here are the Löwdin charges for atoms 1 to 5, given in e: number 1, C, carries -0.25; number 2, C, carries -0.11; number 3, H, carries 0.17; number 4, H, carries 0.11; number 5, H, carries 0.14


ORCA calculation (ωB97M-V/def2-TZVPD) on a structure of composition C2H4O3S2 in a non-equilibrium geometry.

```
11
C2H4O3S2 (ωB97M-V/def2-TZVPD)
C 0.70946 0.96096 -0.03364
C 0.33722 -0.43015 0.47633
O -1.95227 -0.93485 -1.07423
O -2.06153 0.44681 0.96425
O -0.51469 1.27652 -0.70700
S 1.42363 -1.84519 -0.02949
S -1.36025 -0.05491 -0.13686
H 0.68815 1.69406 0.83692
H 1.52350 1.01257 -0.78370
H 0.42097 -0.44174 1.70406
H 0.78582 -1.68409 -1.21663
```

Results
HOMO level   -10.114 eV
HOMO-LUMO gap   10.5672 eV
LUMO   0.45 eV
ΔE to the lowest compared entry with this formula, charge and spin   189.66 kJ/mol

Here are the Löwdin charges for atoms 1 to 5, given in e: number 1, C, carries -0.28; number 2, C, carries -0.68; number 3, O, carries -0.24; number 4, O, carries -0.24; number 5, O, carries -0.24


ORCA calculation (ωB97M-V/def2-TZVPD) on the molecule C2H4OS in a non-equilibrium geometry.

```
8
C2H4OS (ωB97M-V/def2-TZVPD)
C 1.29603 0.05484 0.23202
C -1.02614 -0.11580 -0.14416
O 0.32509 -0.35189 -0.58399
S 2.80412 0.34440 -0.21592
H 0.75457 0.44912 1.06499
H -1.61892 0.60847 -0.72964
H -1.00244 -0.04074 0.90645
H -1.53232 -0.94840 -0.52975
```

Results
HOMO level   -8.951 eV
HOMO-LUMO gap   9.3273 eV
LUMO   0.38 eV
Structure (SMILES)   COC=S
ΔE to the lowest compared entry with this formula, charge and spin   151.88 kJ/mol

Here are the Löwdin charges for atoms 1 to 5, given in e: number 1, C, carries -0.78; number 2, C, carries -0.05; number 3, O, carries -0.18; number 4, S, carries 0.70; number 5, H, carries 0.05


ORCA calculation (ωB97M-V/def2-TZVPD) on a cluster of 2 separate species, C2H4OS in total in a non-equilibrium geometry.

```
8
C2H4OS (ωB97M-V/def2-TZVPD)
C -1.20792 -0.48251 0.69463
C -0.52705 -0.03045 -0.38008
O 2.24266 1.13843 -0.96112
S 2.91363 0.27858 -0.00513
H -2.29505 -0.65453 0.76882
H -0.44574 -0.59913 1.57931
H 0.50750 0.26289 -0.45379
H -1.18803 0.08673 -1.24264
```

Results
HOMO level (spin up / spin down)   -9.491 / -9.489 eV
HOMO-LUMO gap (spin up / spin down)   7.7892 / 7.7647 eV
LUMO (spin up / spin down)   -1.70 / -1.72 eV
Structure (SMILES)   C=C.O=S
ΔE to the lowest compared entry with this formula, charge and spin   325.90 kJ/mol

Here are the Löwdin charges for atoms 1 to 5, given in e: number 1, C, carries -0.08; number 2, C, carries -0.10; number 3, O, carries -0.68; number 4, S, carries 0.76; number 5, H, carries 0.05


ORCA calculation (ωB97M-V/def2-TZVPD) on a cluster of 2 separate species, C2H4OS in total in a non-equilibrium geometry.

```
8
C2H4OS (ωB97M-V/def2-TZVPD)
C 0.40207 0.06751 0.45911
C -0.75042 -0.11689 -0.43207
O 1.20603 1.00539 -0.07127
S 1.97179 -0.45515 -0.00907
H 0.24027 -0.02880 2.29413
H -0.28537 0.01673 -1.49602
H -1.55353 0.61071 -0.29607
H -1.23085 -1.09950 -0.44873
```

Results
HOMO level   -8.981 eV
HOMO-LUMO gap   8.7411 eV
LUMO   -0.24 eV
ΔE to the lowest compared entry with this formula, charge and spin   483.52 kJ/mol

Here are the Löwdin charges for atoms 1 to 5, given in e: number 1, C, carries -0.80; number 2, C, carries -0.14; number 3, O, carries -0.44; number 4, S, carries 0.88; number 5, H, carries 0.22


ORCA calculation (ωB97M-V/def2-TZVPD) on a cluster of 2 separate species, C2H4OS in total in a non-equilibrium geometry.

```
8
C2H4OS (ωB97M-V/def2-TZVPD)
C 0.52297 2.19714 -0.47185
C -0.36789 -0.03605 0.51639
O -0.46166 -0.84654 -0.36064
S -1.09469 -2.64149 -0.10052
H 0.96836 2.75301 0.52697
H 1.22861 1.55245 -0.80921
H -0.66423 -0.14178 1.66143
H -0.13147 -2.83675 -0.96257
```

Results
HOMO level (spin up / spin down)   -8.242 / -8.239 eV
HOMO-LUMO gap (spin up / spin down)   6.6505 / 6.6454 eV
LUMO (spin up / spin down)   -1.59 / -1.59 eV
ΔE to the lowest compared entry with this formula, charge and spin   865.98 kJ/mol

Here are the Löwdin charges for atoms 1 to 5, given in e: number 1, C, carries 0.07; number 2, C, carries -0.11; number 3, O, carries -0.38; number 4, S, carries 0.71; number 5, H, carries -0.03